The following is a quantum chemistry calculation of C25H28N2O4 in the gas phase, from the Open Molecules 2025 dataset.

The frontier orbital gap is 8.389 eV. For the largest force on an atom, the calculation gives 0.9 eV/Å. For the energy above the lowest of the compared OMol25 structures with the same formula, charge and spin, the calculation gives 33.7 kcal/mol. The calculation puts the electronic energy at -37549.702 eV. For the HOMO energy, the calculation gives -7.8430 eV.

```
! RIJCOSX wB97M-V def2-TZVPD def2/J DEFGRID3
* xyz 0 1
C -7.60 -0.96 -1.56
O -7.69 0.22 -0.80
C -6.56 0.68 -0.18
C -6.71 1.85 0.56
C -5.63 2.39 1.22
C -4.39 1.79 1.15
C -4.22 0.62 0.41
C -2.90 -0.03 0.32
C -1.74 0.73 0.16
C -0.51 0.11 0.06
C -0.40 -1.28 0.13
N 0.87 -1.83 0.01
C 1.25 -3.12 0.09
O 0.51 -4.07 0.29
C 2.77 -3.33 -0.05
C 3.45 -3.22 1.32
C 3.52 -1.76 1.77
C 4.18 -0.91 0.69
N 3.43 -1.01 -0.56
C 3.88 -0.05 -1.56
C 3.41 1.33 -1.23
C 2.27 1.99 -1.55
C 2.35 3.26 -0.94
C 3.54 3.29 -0.28
C 4.19 4.35 0.55
O 3.30 5.35 0.96
O 4.19 2.12 -0.45
C 3.44 -2.38 -1.05
C -1.56 -2.04 0.30
C -2.79 -1.41 0.39
C -5.31 0.07 -0.26
H -7.30 -1.82 -0.94
H -8.61 -1.14 -1.94
H -6.91 -0.85 -2.40
H -7.69 2.30 0.61
H -5.76 3.29 1.80
H -3.55 2.21 1.68
H -1.81 1.80 0.09
H 0.38 0.71 -0.06
H 1.63 -1.17 -0.17
H 2.89 -4.36 -0.41
H 2.90 -3.81 2.05
H 4.46 -3.62 1.24
H 2.52 -1.38 1.98
H 4.11 -1.69 2.69
H 5.22 -1.24 0.54
H 4.19 0.14 0.99
H 4.98 -0.05 -1.65
H 3.45 -0.33 -2.52
H 1.47 1.62 -2.16
H 1.63 4.05 -0.99
H 4.68 3.87 1.42
H 4.96 4.87 -0.03
H 2.55 4.94 1.42
H 4.47 -2.73 -1.23
H 2.90 -2.41 -2.00
H -1.48 -3.11 0.36
H -3.67 -2.02 0.54
H -5.16 -0.82 -0.84
*
```

Results of the Mulliken charge analysis, in e, for atoms 1 through 6:
1 C -0.81
2 O -0.46
3 C 0.82
4 C -0.58
5 C -0.51
6 C -0.86